Record 1
{"formula": "C22H31Cl2F6N3O4S", "method": "ωB97M-V/def2-TZVPD", "species": ["C", "C", "C", "C", "C", "C", "C", "N", "C", "C", "C", "C", "S", "O", "O", "C", "F", "F", "C", "F", "F", "F", "N", "N", "C", "Cl", "C", "C", "Cl", "C", "C", "C", "O", "F", "H", "H", "H", "H", "H", "H", "H", "H", "H", "H", "H", "H", "H", "H", "H", "H", "H", "H", "H", "H", "H", "H", "H", "H", "C", "C", "C", "O", "H", "H", "H", "H", "H", "H", "H"], "xyz": [[-1.916, 2.270, -1.928], [-1.317, 2.233, -0.538], [0.074, 1.610, -0.539], [-0.021, 0.091, -0.858], [0.611, -0.277, -2.218], [0.442, -0.758, 0.280], [-0.429, -1.681, 0.903], [-1.709, -1.830, 0.465], [-1.997, -2.409, -0.642], [-1.071, -3.330, -1.356], [-3.356, -2.206, -1.203], [0.074, -2.365, 2.023], [-0.819, -3.517, 3.134], [-0.961, -2.868, 4.393], [-0.087, -4.741, 3.088], [-2.548, -3.929, 2.591], [-2.853, -4.923, 3.445], [-2.591, -4.453, 1.354], [-3.622, -2.782, 2.788], [-4.421, -3.087, 3.799], [-4.361, -2.685, 1.680], [-3.042, -1.612, 3.031], [1.283, -2.279, 2.480], [2.089, -1.441, 1.870], [3.463, -1.444, 2.406], [4.425, -2.508, 1.341], [3.559, -1.964, 3.842], [3.489, -3.471, 4.087], [2.478, -1.018, 4.891], [1.738, -0.688, 0.810], [2.764, 0.216, 0.201], [2.982, 1.513, 0.942], [3.506, 2.427, 0.478], [2.573, 1.496, 2.204], [-1.991, 1.269, -2.360], [-2.933, 2.650, -1.854], [-1.359, 2.975, -2.545], [-1.943, 1.600, 0.104], [-1.296, 3.204, -0.058], [0.728, 2.117, -1.243], [0.437, 1.709, 0.485], [-1.082, -0.090, -0.953], [1.385, 0.438, -2.477], [1.051, -1.270, -2.250], [-0.123, -0.202, -3.012], [-0.573, -3.984, -0.645], [-1.605, -3.934, -2.079], [-0.299, -2.791, -1.899], [-3.361, -2.290, -2.284], [-3.772, -1.261, -0.880], [-3.996, -2.998, -0.812], [3.884, -0.452, 2.398], [4.550, -1.646, 4.146], [2.929, -3.628, 5.003], [4.478, -3.877, 4.249], [2.950, -4.008, 3.320], [3.743, -0.254, 0.148], [2.493, 0.507, -0.800], [-1.263, 6.100, -4.654], [-0.475, 5.986, -3.332], [0.926, 6.586, -3.568], [-0.380, 4.687, -2.941], [-0.770, 5.523, -5.440], [-2.277, 5.714, -4.525], [-1.344, 7.143, -4.997], [-0.984, 6.678, -2.615], [1.458, 6.017, -4.335], [1.511, 6.555, -2.646], [0.875, 7.635, -3.896]], "forces_ev_per_angstrom": [[-0.379, 0.356, 0.320], [-0.127, -0.611, 0.011], [-0.292, -0.256, 0.597], [-0.016, 0.301, -0.609], [0.212, 0.186, 0.097], [0.427, -0.489, 0.631], [-0.072, 0.074, -0.375], [0.480, 0.104, -0.290], [-0.343, 0.232, 0.291], [0.199, -0.143, -0.016], [-0.209, -0.201, 0.227], [-0.609, -0.379, 0.295], [1.026, -0.280, 0.922], [-0.328, 0.392, -0.106], [-0.141, -0.176, -0.645], [-0.707, -0.505, 0.099], [0.219, 0.259, -0.159], [0.199, 0.369, 0.201], [-0.007, -0.102, -0.245], [0.119, 0.085, -0.045], [0.072, 0.043, 0.136], [-0.050, -0.023, -0.076], [-0.076, 0.392, -0.410], [0.057, -0.023, 0.175], [-0.128, -0.835, 0.276], [0.168, 0.183, 0.002], [0.613, -0.146, 0.134], [-0.623, 0.203, 0.331], [-0.182, 0.202, -0.012], [-0.393, 0.242, -0.457], [-0.051, -0.077, 0.491], [-0.537, -1.325, -0.215], [1.195, 2.139, -0.883], [-0.464, -0.214, 1.051], [0.118, -0.120, -0.153], [-0.163, 0.050, -0.124], [0.190, 0.194, -0.356], [-0.040, -0.014, 0.213], [0.106, 0.324, -0.264], [0.112, 0.232, -0.014], [0.388, 0.221, 0.038], [-0.183, -0.177, 0.019], [0.156, 0.045, -0.113], [0.065, -0.175, 0.037], [-0.187, 0.018, -0.070], [0.105, -0.121, 0.087], [-0.124, -0.113, -0.079], [0.046, 0.202, -0.051], [0.072, 0.043, -0.161], [-0.052, 0.169, 0.020], [-0.120, -0.134, -0.051], [-0.113, 0.212, -0.278], [0.154, 0.123, 0.008], [-0.038, -0.051, 0.155], [0.186, -0.111, -0.235], [0.091, -0.129, -0.227], [0.067, -0.199, -0.101], [-0.126, -0.075, -0.228], [-0.168, 0.456, -0.006], [0.495, -0.581, -0.650], [-0.066, 0.498, 0.043], [-0.224, -0.105, 0.499], [0.055, -0.096, 0.060], [0.022, -0.082, 0.036], [-0.010, -0.052, 0.001], [-0.037, -0.171, 0.151], [-0.044, -0.119, 0.009], [-0.011, -0.092, 0.024], [0.026, -0.044, 0.015]], "multiplicity": 1, "mol_weight_g_mol": 618.5, "e_lumo_ev": -2.73, "gap_ev": 2.0, "de_lowest_kcal_mol": 0.0}

=====

Record 2
{"formula": "C19H24N4O4", "method": "ωB97M-V/def2-TZVPD", "species": ["C", "C", "C", "C", "H", "H", "O", "C", "O", "C", "C", "N", "C", "N", "C", "N", "N", "C", "C", "C", "C", "C", "C", "C", "O", "C", "H", "H", "H", "H", "H", "O", "C", "H", "H", "H", "H", "H", "H", "H", "C", "H", "H", "H", "H", "H", "H", "H", "H", "H", "H"], "xyz": [[-4.478, 4.143, -0.066], [-3.275, 3.788, -0.874], [-2.645, 2.557, -0.185], [-3.282, 1.233, -0.337], [-4.131, 1.276, 0.051], [-3.356, 0.983, -1.333], [-2.349, 0.156, 0.380], [-1.638, -0.547, -0.578], [-1.402, -0.195, -1.683], [-0.856, -1.514, 0.109], [-1.262, -2.267, 1.464], [-0.475, -3.378, 1.768], [0.630, -3.700, 0.835], [1.200, -4.847, 1.331], [2.014, -4.968, 0.034], [1.933, -3.951, -0.624], [0.974, -3.095, -0.205], [0.420, -1.963, -0.645], [1.233, -0.908, -0.712], [1.741, -0.260, -1.739], [2.692, 0.670, -1.971], [3.387, 1.011, -0.523], [2.954, 0.399, 0.568], [2.106, -0.557, 0.680], [1.479, -1.417, 1.508], [2.306, -0.933, 2.811], [2.087, -1.575, 3.461], [3.297, -1.245, 2.757], [2.342, 0.050, 3.255], [3.567, 0.800, 1.396], [3.990, 1.785, -0.687], [2.918, 1.243, -3.232], [3.849, 2.334, -3.176], [3.730, 3.221, -2.670], [3.978, 2.626, -4.280], [4.722, 1.906, -2.795], [1.141, -0.572, -2.932], [0.087, -2.057, -1.495], [2.738, -5.721, 0.042], [-0.630, -3.748, 2.842], [-2.214, -1.547, 2.331], [-2.226, -2.414, 3.370], [-2.008, -0.736, 2.606], [-3.080, -1.687, 1.677], [-2.291, 2.566, 0.857], [-1.562, 2.479, -0.739], [-3.366, 3.548, -1.912], [-2.467, 4.707, -0.908], [-4.395, 4.206, 0.874], [-4.839, 4.855, -0.486], [-5.287, 3.260, -0.218]], "forces_ev_per_angstrom": [[0.343, -10.399, -4.087], [3.227, 0.685, 2.390], [5.630, 0.245, -1.814], [7.898, -0.940, -1.005], [-7.314, -0.667, 3.962], [-0.060, -0.924, -2.171], [-3.016, 2.118, -2.704], [1.258, 0.551, 3.840], [-0.691, 0.689, -2.582], [-0.828, -5.267, 5.277], [4.673, 2.991, -5.508], [-2.088, 2.719, 1.365], [-4.519, -4.984, 11.156], [0.818, 2.090, -6.295], [-1.542, -1.993, 7.769], [2.069, 4.163, -7.829], [1.824, -5.233, 1.467], [-3.653, 1.229, 5.046], [9.172, 6.337, 5.534], [-3.563, -1.490, -8.342], [2.958, 2.197, 5.243], [-3.964, -1.583, -9.813], [4.139, 2.695, 4.299], [-8.712, -5.322, -7.664], [4.898, 4.229, 6.031], [-0.213, 1.438, -4.079], [-3.148, -4.952, 5.649], [2.120, -0.136, -1.555], [-1.115, 0.694, -0.938], [-0.632, -0.604, 0.287], [2.765, 2.917, 0.707], [-0.764, 0.088, 2.758], [0.335, -1.864, -4.264], [-1.721, 1.785, 1.679], [0.065, -0.510, 1.651], [1.951, -0.500, 0.298], [1.629, 0.823, 3.502], [-3.342, -1.664, -9.311], [0.943, -0.894, -0.851], [1.315, 0.777, -4.048], [-3.083, -17.207, -1.275], [-0.650, 2.851, -2.724], [3.074, 12.012, 3.769], [-0.741, 0.632, 1.098], [-0.648, 1.058, -0.026], [-2.283, -0.201, 1.182], [-0.851, -0.095, -0.618], [-1.864, -2.206, 0.420], [1.307, 0.792, 7.134], [-4.989, 9.015, -4.299], [1.586, 1.811, 0.290]], "multiplicity": 1, "mol_weight_g_mol": 372.4, "e_lumo_ev": 0.44, "gap_ev": 7.7, "de_lowest_kcal_mol": 516.6}

=====

Record 3
{"formula": "C5H10NO3", "method": "ωB97M-V/def2-TZVPD", "species": ["C", "C", "C", "O", "N", "H", "H", "H", "H", "H", "H", "H", "C", "C", "O", "O", "H", "H", "H"], "xyz": [[-1.985, -0.893, 0.857], [-1.308, -1.697, -0.245], [-1.036, -0.637, 2.064], [-1.277, -0.663, 3.238], [0.321, -0.388, 1.789], [-2.294, 0.098, 0.581], [-2.816, -1.449, 1.192], [-0.801, -2.553, 0.264], [0.956, -0.462, 2.667], [0.676, -0.130, 0.840], [-0.513, -0.988, -0.650], [-1.948, -2.014, -1.000], [0.869, 1.928, -2.867], [1.362, 1.037, -1.735], [0.846, 1.067, -0.629], [2.294, 0.237, -2.053], [0.010, 1.612, -3.417], [1.606, 2.156, -3.517], [0.559, 2.891, -2.376]], "forces_ev_per_angstrom": [[1.365, 0.182, 0.895], [3.019, 1.735, 1.638], [3.565, 0.216, -1.512], [-2.376, -0.535, 1.894], [0.047, -0.588, 0.426], [-0.317, 0.407, -0.590], [-1.159, -0.351, 0.873], [-0.322, 0.471, -0.754], [-1.731, 0.505, -2.522], [-0.019, 0.023, 0.885], [-0.780, -1.320, 0.011], [-1.194, -0.540, -1.295], [-2.146, 1.707, 3.150], [2.037, -2.389, -2.190], [-1.708, 0.721, 2.104], [-0.300, 0.623, -0.216], [-0.640, -0.762, -0.159], [2.557, 0.478, -2.165], [0.103, -0.580, -0.473]], "multiplicity": 1, "mol_weight_g_mol": 132.1, "e_lumo_ev": 3.75, "gap_ev": 8.0, "de_lowest_kcal_mol": 22.9, "total_charge": -1}

=====

Record 4
{"formula": "C25H31BClN7O8S3Sn", "method": "ωB97M-V/def2-TZVPD", "species": ["Sn", "C", "N", "C", "C", "N", "B", "N", "C", "C", "N", "C", "C", "S", "C", "S", "H", "H", "H", "H", "H", "H", "H", "H", "H", "H", "H", "H", "O", "C", "O", "C", "O", "O", "C", "C", "S", "O", "O", "C", "C", "N", "C", "N", "C", "C", "N", "O", "O", "C", "H", "H", "H", "H", "H", "H", "H", "H", "H", "H", "H", "H", "H", "Cl", "C", "C", "C", "C", "C", "C", "C", "H", "H", "H", "H", "H", "H"], "xyz": [[0.519, -2.060, -0.775], [-3.573, -1.537, -1.952], [-3.341, -2.260, -0.691], [-3.875, -2.017, 0.560], [-3.362, -2.983, 1.357], [-2.474, -3.785, 0.682], [-1.902, -5.170, 1.015], [-0.437, -5.487, 0.802], [0.108, -6.549, 0.111], [1.463, -6.501, 0.158], [1.769, -5.402, 0.959], [3.089, -4.778, 1.201], [0.611, -4.782, 1.352], [0.565, -3.512, 2.422], [-2.444, -3.284, -0.624], [-1.536, -3.800, -1.908], [-3.006, -2.112, -2.731], [-3.193, -0.488, -1.860], [-4.635, -1.470, -2.225], [-4.508, -1.145, 0.801], [-3.454, -2.999, 2.443], [-2.531, -6.054, 0.362], [-1.957, -5.200, 2.234], [-0.564, -7.195, -0.478], [2.189, -7.118, -0.380], [2.996, -3.705, 0.979], [3.908, -5.217, 0.588], [3.357, -4.879, 2.244], [1.412, -0.787, -4.605], [1.215, -1.421, -3.595], [0.394, -1.051, -2.656], [1.983, -2.860, -3.246], [2.554, -3.530, -4.092], [1.890, -3.217, -1.983], [0.418, 6.784, -0.556], [-0.631, 6.882, 0.497], [-1.496, 5.327, 0.891], [-0.461, 4.347, 1.250], [-2.620, 5.668, 1.785], [-2.154, 4.633, -0.727], [-2.955, 3.324, -0.678], [-2.319, 2.171, -0.061], [-1.184, 1.554, -0.493], [-0.843, 0.479, 0.257], [-1.733, 0.442, 1.224], [-2.680, 1.467, 1.092], [-3.850, 1.545, 1.829], [-4.063, 0.486, 2.499], [-4.575, 2.607, 1.806], [-0.378, 1.920, -1.680], [0.972, 7.721, -0.642], [-0.040, 6.554, -1.516], [1.135, 5.977, -0.283], [-1.418, 7.612, 0.279], [-0.169, 7.237, 1.458], [-1.334, 4.558, -1.427], [-2.841, 5.435, -1.131], [-3.390, 3.056, -1.684], [-3.923, 3.451, -0.058], [-1.663, -0.290, 2.030], [-0.804, 2.631, -2.363], [-0.133, 1.030, -2.293], [0.571, 2.410, -1.326], [7.374, 1.716, 2.776], [5.942, 1.565, 1.891], [6.000, 1.152, 0.537], [4.883, 1.097, -0.206], [3.549, 1.137, 0.464], [2.412, 0.780, -0.215], [3.516, 1.480, 1.845], [4.713, 1.664, 2.553], [6.982, 0.886, 0.131], [4.854, 1.048, -1.299], [2.452, 0.416, -1.245], [1.510, 0.710, 0.390], [2.558, 1.796, 2.307], [4.586, 1.890, 3.623]], "forces_ev_per_angstrom": [[0.445, -0.314, -0.473], [0.487, 0.363, 0.132], [0.236, 0.448, -0.951], [-0.411, 0.162, -0.042], [0.265, 0.373, 1.529], [-0.092, 1.719, -3.240], [-0.820, -1.437, 1.308], [2.240, 0.714, -0.269], [-0.788, -0.234, -1.002], [-0.237, -0.022, 0.027], [0.768, 0.298, -0.531], [-0.230, -0.193, -0.548], [-0.238, -1.319, -0.359], [-0.187, 0.774, 0.511], [-1.405, -0.244, 2.246], [1.167, -0.753, -0.858], [-0.514, 0.809, 0.656], [-0.067, -0.818, -0.172], [0.185, -0.285, 0.326], [0.523, -0.882, -0.244], [-0.011, -0.418, -0.451], [0.258, 0.649, 0.615], [-0.787, -0.338, 0.034], [0.667, 0.423, 0.521], [-0.280, 0.489, 0.496], [0.151, -0.372, 0.057], [-0.942, 0.096, 0.176], [-0.009, 0.014, 0.297], [0.205, -0.391, -0.191], [0.551, -0.950, 0.366], [0.005, -0.053, 0.295], [-0.123, -0.031, -0.041], [-0.508, 0.967, 0.323], [-0.304, 0.802, -0.452], [0.783, -0.892, -0.284], [-0.659, 0.647, 1.260], [0.005, -1.574, 0.499], [-1.318, 1.318, 0.047], [1.697, -0.513, -1.419], [-1.036, 1.494, -0.027], [-2.704, 0.038, 1.142], [1.096, -0.257, -0.027], [0.073, -0.708, -0.475], [-0.104, 1.559, -1.112], [-1.019, -0.106, 1.234], [0.576, -0.589, -0.319], [-1.059, 0.012, 0.967], [-0.634, 2.827, -0.761], [1.430, -2.880, 0.174], [1.040, 0.349, -0.111], [-0.089, -0.059, 0.001], [0.209, -0.011, -0.181], [-0.407, 0.506, -0.327], [0.022, -0.147, -0.131], [-0.599, -0.755, -0.560], [0.508, -0.016, 0.137], [0.553, -0.801, 0.407], [1.052, 0.322, 0.696], [1.680, 0.164, -0.790], [-0.246, 0.235, -0.367], [-0.776, 0.384, -0.156], [0.101, 0.270, 0.642], [-0.516, -0.818, -0.163], [1.725, 0.113, 1.010], [-1.584, -1.051, -0.247], [1.156, 0.614, 0.763], [-2.537, -0.008, 0.197], [1.109, -0.348, -1.078], [-0.489, -0.177, -0.151], [0.815, 0.932, 0.702], [-1.170, 0.228, -0.555], [-0.218, 0.500, -0.080], [0.296, -0.499, 0.365], [-0.175, 0.247, 0.234], [-0.045, 0.027, -0.511], [0.644, -0.704, -0.233], [0.613, 0.081, -0.507]], "multiplicity": 1, "mol_weight_g_mol": 818.7, "e_lumo_ev": [2.98, 2.98], "gap_ev": [3.2, 3.2], "de_lowest_kcal_mol": 30.7, "total_charge": -2}